No. 1
Formula: C24H25FN3O6S2
Source: the OMol25 dataset
Level of theory: ωB97M-V/def2-TZVPD

Atoms and positions in Å:
1 O -0.352408 -0.763780 -1.501073
2 C -0.797365 -1.577356 -0.580801
3 N 0.002766 -1.916828 0.401009
4 C 1.256918 -1.408390 0.772120
5 C 1.942411 -0.395944 0.113655
6 C 3.153341 0.038402 0.613014
7 C 3.703501 -0.513952 1.753871
8 C 3.034979 -1.533131 2.411320
9 C 1.811648 -1.983097 1.932848
10 O 1.098870 -2.968876 2.536158
11 H 1.550687 -3.271398 3.334569
12 H 3.454657 -1.975367 3.303453
13 H 4.647573 -0.141780 2.115721
14 S 3.959108 1.433168 -0.203328
15 O 3.412808 1.510238 -1.527681
16 O 3.837366 2.559383 0.668228
17 N 5.535997 0.914677 -0.187526
18 C 6.563838 1.926659 -0.024889
19 C 7.865031 1.248369 0.393389
20 C 8.264297 0.209924 -0.652597
21 C 7.127714 -0.791197 -0.846768
22 C 5.843463 -0.053772 -1.218442
23 H 4.996199 -0.740343 -1.283037
24 H 5.958004 0.442147 -2.191815
25 H 7.376271 -1.504106 -1.633326
26 H 6.965226 -1.342659 0.081038
27 H 9.170584 -0.309809 -0.339703
28 H 8.472362 0.710644 -1.600132
29 H 8.645244 2.001749 0.500730
30 H 7.722724 0.759832 1.358531
31 H 6.206620 2.622841 0.733948
32 H 6.716237 2.477309 -0.963661
33 H 1.560459 0.076019 -0.774940
34 H -0.358111 -2.561415 1.101835
35 C -2.088689 -2.253537 -0.717099
36 C -2.257384 -3.576427 -0.291409
37 C -3.450922 -4.236747 -0.497445
38 C -4.504984 -3.587393 -1.126936
39 C -4.369962 -2.272945 -1.528975
40 C -3.172532 -1.592391 -1.327876
41 N -3.016858 -0.253947 -1.689309
42 H -3.758504 0.100821 -2.278004
43 H -1.034905 -0.494032 -2.142009
44 S -2.629843 0.886636 -0.441545
45 O -1.995796 0.100383 0.580467
46 O -1.901780 1.916903 -1.091756
47 C -4.231916 1.445436 0.091848
48 C -4.977198 0.630104 0.924296
49 C -6.233545 1.048396 1.323679
50 C -6.699874 2.276826 0.873245
51 C -5.949999 3.097409 0.041430
52 C -4.695379 2.669570 -0.355058
53 H -4.065343 3.271250 -0.990464
54 H -6.349108 4.047310 -0.276169
55 F -7.911539 2.679644 1.254013
56 H -6.848672 0.449400 1.975726
57 H -4.563590 -0.307486 1.260315
58 H -5.191288 -1.761170 -2.008003
59 H -5.435915 -4.105053 -1.295576
60 H -3.560850 -5.260616 -0.178738
61 H -1.432155 -4.107226 0.158031

Atoms 1-3, force components in eV/Å:
0.47 -0.19 0.38
0.44 -0.58 -0.12
-0.53 -0.10 -0.22

## Properties
Total charge: +1
SMILES: O=S(=O)(/[NH+]=C1/C=CC=C/C1=C(/O)Nc1cc(S(=O)(=O)N2CCCCC2)ccc1O)c1ccc(F)cc1
Orbital gap in eV: 7.93
ΔE to the lowest compared entry with this formula, charge and spin in kJ/mol: 30.3
F_max in hartree/bohr: 0.01968
Highest occupied orbital energy in eV: -11.5

Atomic partial charges in e from the Löwdin method, atoms 1 to 5:
1 O 0.169
2 C -0.275
3 N 0.207
4 C -0.108
5 C 0.038


No. 2
Formula: C24H25FN5O6RuS2
Source: the OMol25 dataset
Level of theory: ωB97M-V/def2-TZVPD

Atoms and positions in Å:
1 Ru -2.531919 2.853004 0.542523
2 C -5.102356 4.049730 3.681760
3 C -4.840631 3.658886 2.241369
4 C -6.085361 3.140916 1.541886
5 O -3.865260 2.581307 2.209153
6 C -4.313722 4.865348 1.442225
7 O -4.843812 5.947086 1.576421
8 O -3.350512 4.626575 0.591771
9 H -5.544144 3.213147 4.225352
10 H -5.780937 4.899713 3.701082
11 H -4.174020 4.344520 4.176646
12 H -6.558256 2.361688 2.140714
13 H -5.823739 2.721084 0.569363
14 H -6.784765 3.962569 1.394496
15 H -3.284906 2.668334 2.986435
16 S -0.932760 3.125149 -1.107827
17 C -2.010406 2.254611 -2.135638
18 S -3.600954 2.359224 -1.493717
19 C -1.602530 1.508315 -3.236226
20 C -0.221111 1.402021 -3.553724
21 N 0.905898 1.321520 -3.795110
22 C -2.506471 0.724256 -4.004239
23 N -3.206181 0.067354 -4.643896
24 C 2.199324 -2.573554 3.428377
25 C 2.621331 -1.179241 2.992700
26 N 1.587375 -0.498289 2.214802
27 C 0.811417 0.441499 2.822969
28 C -0.277128 1.024663 2.267092
29 C -1.004480 2.198026 2.907219
30 O -1.403828 2.132140 4.061371
31 O -1.118350 3.172986 2.085701
32 C -0.726973 0.543959 0.999269
33 O -1.796037 0.874304 0.453268
34 C 0.153864 -0.375687 0.301224
35 C -0.149396 -0.691917 -1.022977
36 C 0.706505 -1.473432 -1.735499
37 F 0.446874 -1.715960 -3.034348
38 C 1.877748 -1.989486 -1.161214
39 C 2.153024 -1.712730 0.165092
40 C 1.307319 -0.876832 0.911440
41 N 2.830243 -2.749533 -1.909586
42 C 2.391691 -3.492883 -3.077729
43 C 3.428672 -4.547851 -3.410822
44 N 4.746116 -3.856005 -3.665103
45 C 5.167570 -3.038293 -2.472012
46 C 4.067935 -2.038586 -2.184213
47 H 2.992392 -3.039207 4.013965
48 H 1.981526 -3.213085 2.572791
49 H 1.302297 -2.522141 4.045445
50 H 3.546050 -1.202564 2.413684
51 H 2.817072 -0.556425 3.863628
52 H 1.142466 0.743834 3.808959
53 H -1.031008 -0.267242 -1.486143
54 H 3.041005 -2.145152 0.604879
55 H 2.234527 -2.852108 -3.956173
56 H 1.449071 -3.994553 -2.871017
57 H 3.169404 -5.102769 -4.310389
58 H 3.588381 -5.233814 -2.580988
59 H 4.626681 -3.226410 -4.463395
60 H 5.467482 -4.530238 -3.917544
61 H 6.121576 -2.567563 -2.700323
62 H 5.281101 -3.738046 -1.645713
63 H 3.954559 -1.359374 -3.047527
64 H 4.353456 -1.426795 -1.331981

Atoms 1-3, force components in eV/Å:
0.36 0.14 -0.45
0.00 -0.02 0.01
-0.08 0.09 0.06

## Properties
Total charge: 0
Orbital gap (alpha / beta) in eV: 4.94 / 4.79
<S²>: 0.756
ΔE to the lowest compared entry with this formula, charge and spin in kJ/mol: 83.4
F_max in hartree/bohr: 0.01149
2S+1: 2
Highest occupied orbital energy (alpha / beta) in eV: -6.8 / -6.6

Atomic partial charges in e from the Löwdin method, atoms 1 to 5:
1 Ru 0.987
2 C -0.005
3 C -0.505
4 C -0.001
5 O -0.120


No. 3
Formula: C24H25LaN2O3
Source: the OMol25 dataset
Level of theory: ωB97M-V/def2-TZVPD

Atoms and positions in Å:
1 La 0.039197 -0.291329 0.170458
2 C 4.737391 1.160283 -0.098094
3 O 3.719056 2.223590 -0.061609
4 C 2.478101 1.893998 -0.023726
5 O 2.045943 0.705755 -0.012055
6 N 1.654188 2.945402 -0.000026
7 N 0.275595 2.740425 0.075825
8 H 5.679352 1.689161 -0.121405
9 H 4.606299 0.563119 -0.992425
10 H 4.658243 0.550588 0.793705
11 H 2.044293 3.876192 -0.015439
12 H -0.154838 3.171673 -0.729919
13 H -0.069582 3.224211 0.892040
14 C -4.379726 -0.142862 0.278281
15 C -3.310574 -1.128262 -0.059326
16 O -2.109913 -0.697273 -0.159456
17 C -3.624305 -2.508899 -0.267604
18 C -2.716457 -3.343414 -0.940113
19 C -3.031888 -4.664867 -1.165402
20 C -4.245152 -5.169257 -0.701523
21 C -5.152483 -4.353047 -0.025824
22 C -4.855546 -3.023548 0.178184
23 H -3.979430 0.864823 0.320043
24 H -4.828267 -0.388564 1.245535
25 H -5.178277 -0.196069 -0.464635
26 H -1.774810 -2.948378 -1.287755
27 H -2.335067 -5.303840 -1.692740
28 H -4.490152 -6.212019 -0.870306
29 H -6.090650 -4.758229 0.333087
30 H -5.564090 -2.396603 0.707423
31 C 1.495335 -7.312232 -2.222891
32 C 0.867302 -6.431015 -3.092675
33 C 0.667231 -5.109977 -2.707608
34 C 1.073135 -4.657374 -1.450022
35 C 1.718037 -5.548653 -0.595279
36 C 1.926700 -6.865185 -0.979320
37 C 0.813993 -3.244157 -1.066782
38 C 0.548279 -2.686464 0.119904
39 C 0.320490 -3.310267 1.429823
40 C 0.796600 -2.647090 2.566836
41 C 0.608911 -3.162410 3.850458
42 C -0.093388 -4.341717 4.008767
43 C -0.608463 -4.996300 2.887349
44 C -0.408305 -4.488331 1.617029
45 H 1.665864 -8.339711 -2.520016
46 H 0.552295 -6.766338 -4.073956
47 H 0.204417 -4.412716 -3.400826
48 H 2.070460 -5.206621 0.373120
49 H 2.441371 -7.545611 -0.309008
50 H 0.827927 -2.581779 -1.950329
51 H 1.406664 -1.750927 2.441894
52 H 1.016007 -2.648546 4.715344
53 H -0.238841 -4.756665 4.999498
54 H -1.159794 -5.922071 3.012515
55 H -0.805878 -5.010901 0.754973

Atoms 1-3, force components in eV/Å:
0.05 -1.88 0.76
-0.16 0.16 -0.01
0.53 -0.24 -0.01

## Properties
Total charge: +2
Orbital gap in eV: 5.97
F_max in hartree/bohr: 0.04764
Highest occupied orbital energy in eV: -12.7

Atomic partial charges in e from the Löwdin method, atoms 1 to 5:
1 La 2.170
2 C 0.057
3 O 0.052
4 C -0.550
5 O -0.224


No. 4
Formula: C24H25N10O5RbS
Source: the OMol25 dataset
Level of theory: ωB97M-V/def2-TZVPD

Atoms and positions in Å:
1 Rb 1.102297 0.242349 -0.561114
2 N 4.958091 3.592446 0.338822
3 C 4.153602 2.718066 1.062759
4 S 2.812235 3.382385 1.907868
5 N 4.555491 1.474071 1.020421
6 N 3.701112 0.494785 1.340583
7 C 4.186519 -0.540542 1.900587
8 C 3.360327 -1.740290 2.128038
9 C 3.894671 -2.820762 2.835916
10 C 3.130831 -3.960293 3.020966
11 C 1.848996 -4.007356 2.495211
12 C 1.390722 -2.891046 1.809407
13 N 2.116137 -1.784436 1.630755
14 H 4.511472 4.477524 0.184631
15 H 5.374831 3.180673 -0.480543
16 H 5.228818 -0.571492 2.205218
17 H 4.900508 -2.747457 3.234597
18 H 3.531005 -4.804603 3.567004
19 H 1.222804 -4.885891 2.600425
20 H 0.398014 -2.881078 1.366656
21 O 1.359232 0.785091 4.014592
22 C 0.176024 1.414900 3.567946
23 C -0.957315 0.572480 4.104130
24 C -1.027158 -0.767076 3.337980
25 C -2.034423 -0.763516 2.216902
26 C -3.368503 -1.075870 2.491966
27 C -4.299110 -1.067170 1.466827
28 C -3.880461 -0.759522 0.182045
29 C -2.543348 -0.462902 -0.013558
30 N -1.636107 -0.444241 0.974880
31 H 2.127219 1.182325 3.555617
32 H 0.122543 1.443485 2.475068
33 H 0.096914 2.442135 3.931688
34 H -1.904957 1.115158 4.033612
35 H -0.752223 0.388593 5.162055
36 H -1.285284 -1.578759 4.022347
37 H -0.034598 -0.967991 2.934769
38 H -3.659583 -1.332632 3.505582
39 H -5.336374 -1.307632 1.668342
40 H -4.573613 -0.743144 -0.651247
41 H -2.178184 -0.212542 -1.005778
42 O -4.599245 5.124262 -3.476300
43 C -3.527041 4.699542 -3.978686
44 O -3.028407 4.889508 -5.114492
45 C -2.703913 3.777505 -3.054421
46 C -2.912497 3.780133 -1.676810
47 C -2.146972 2.950060 -0.877127
48 N -1.223407 2.103375 -1.358886
49 C -1.063002 2.066583 -2.685189
50 C -1.761948 2.896597 -3.557190
51 C -0.157006 0.961455 -3.210211
52 O 1.060132 0.952030 -2.935927
53 O -0.781493 0.079031 -3.889362
54 H -3.682536 4.425215 -1.269608
55 H -2.269457 2.943080 0.204609
56 H -1.589717 2.851069 -4.625825
57 N 0.257356 -1.720007 -4.856817
58 C 0.010961 -3.003532 -4.619214
59 N -0.110275 -3.846186 -5.709320
60 N -0.060402 -3.586775 -3.446984
61 C 0.136147 -2.980227 -2.278825
62 N 0.276476 -2.572153 -1.190817
63 H 0.240927 -1.440567 -5.823827
64 H -0.124039 -0.953054 -4.186469
65 H -0.551219 -3.441559 -6.516239
66 H -0.478600 -4.743607 -5.450035

Atoms 1-3, force components in eV/Å:
0.25 -0.28 1.68
0.09 0.01 0.25
-0.59 0.08 -0.07

## Properties
Total charge: -2
Orbital gap in eV: 6.36
ΔE to the lowest compared entry with this formula, charge and spin in kJ/mol: 110.8
F_max in hartree/bohr: 0.05368
Highest occupied orbital energy in eV: -2.6

Atomic partial charges in e from the Löwdin method, atoms 1 to 5:
1 Rb 0.805
2 N 0.016
3 C -0.973
4 S 0.457
5 N -0.065


no.,E_tot (eV)
1,-66430.850
2,-71998.813
3,-35261.783
4,-61926.879